C21H35GeN3O4Se4SiTe2W as an isolated structure. Source: OMol25; level of theory: the ωB97M-V functional and the def2-TZVPD basis.

Calculated values
E, Ha: -13861.71008
Energy above the lowest of the compared OMol25 structures with the same formula, charge and spin, kJ/mol: 398.8
Strongest force on any atom, hartree/bohr: 0.04045

Geometry (Å):
1 W -0.78349 0.91359 0.71666
2 O -4.70749 -3.08111 5.12671
3 C -3.92837 -2.42025 4.24285
4 O -3.96970 -2.69591 3.07695
5 C -3.04590 -1.36536 4.77059
6 C -2.84051 -0.91967 6.06073
7 N -1.97987 0.10505 5.97280
8 N -1.61858 0.38719 4.71471
9 C -2.25351 -0.50381 3.98086
10 C -2.07635 -0.42365 2.49622
11 O -1.27380 -1.14315 1.86183
12 O -2.66664 0.52101 1.89404
13 H -4.61317 -2.71901 6.01362
14 H -3.19930 -1.26259 7.01786
15 H -1.62679 0.67607 6.72178
16 Se 1.39771 0.62710 2.01210
17 Te 0.01900 5.54953 3.16587
18 Te -0.40324 3.25453 2.09548
19 Se -2.14935 3.02934 0.19708
20 C -3.09708 -2.29006 -3.10510
21 Si -3.18359 -1.63867 -1.35385
22 C -4.64129 -0.51478 -1.05288
23 C -3.03727 -2.99562 -0.10682
24 Se -1.32150 -0.19100 -1.44346
25 H -4.00565 -2.83931 -3.36397
26 H -2.24827 -2.96821 -3.20743
27 H -2.98099 -1.47615 -3.82223
28 H -5.59132 -1.02559 -1.22719
29 H -4.59459 0.35541 -1.70898
30 H -4.62060 -0.16687 -0.01762
31 H -3.96939 -3.55814 -0.01481
32 H -2.79921 -2.60082 0.87507
33 H -2.24628 -3.69265 -0.39468
34 C 4.95429 4.46627 -2.21394
35 C 3.86405 4.08141 -1.22187
36 C 2.48888 4.60015 -1.63026
37 C 1.36489 4.14237 -0.69896
38 Ge 0.66992 2.33299 -1.10414
39 C 2.04997 1.12397 -1.87687
40 C 2.49286 1.48750 -3.29288
41 C 3.19109 0.33050 -4.00952
42 C 4.52113 -0.04991 -3.36844
43 H 5.92661 4.06912 -1.91934
44 H 5.04771 5.55174 -2.29038
45 H 4.72919 4.08716 -3.21348
46 H 4.11008 4.48564 -0.23498
47 H 3.83204 2.99549 -1.10344
48 H 2.27828 4.31569 -2.66680
49 H 2.52203 5.69518 -1.62448
50 H 0.49492 4.79134 -0.82467
51 H 1.69417 4.25779 0.33616
52 H -0.17804 2.63155 -2.36697
53 H 1.57437 0.13914 -1.90117
54 H 2.90747 1.03706 -1.20506
55 H 3.17888 2.33825 -3.26484
56 H 1.62744 1.80519 -3.88237
57 H 3.35345 0.60108 -5.05641
58 H 2.52313 -0.53729 -4.01313
59 H 5.18131 0.81901 -3.30339
60 H 5.03918 -0.81857 -3.94336
61 H 4.38057 -0.43327 -2.35611
62 Se 1.68274 -1.26978 0.58432
63 C 0.85469 -2.92622 1.04788
64 C 0.33386 -3.36142 2.25337
65 C -0.24990 -4.61865 2.29227
66 N -0.33793 -5.43639 1.24545
67 C 0.18276 -5.00789 0.10032
68 C 0.78726 -3.76887 -0.05721
69 H 0.36526 -2.74328 3.13749
70 H -0.67714 -4.98296 3.22003
71 H 0.11047 -5.68240 -0.74614
72 H 1.18442 -3.47515 -1.02149